Molecular formula: CH2Cl2N2
Method: DFT, ωB97M-V with the def2-TZVPD basis set

Element x y z (Å)
C: -0.5991 -0.4424 -0.2501
N: -0.9319 0.7162 -0.2810
N: 1.8678 0.1655 0.1359
Cl: -1.0932 -1.9669 -0.4942
Cl: -2.6357 1.3814 -0.3719
H: 2.0946 -0.6677 0.5342
H: 1.2976 0.8139 0.7271

Forces on atoms 1 to 3 (eV/Å):
2.654 1.204 -0.074
-0.985 1.887 0.447
-3.937 3.088 -2.510

Its LUMO energy (spin up / spin down) is -2.4 / -2.4 eV. As for the energy above the lowest of the compared OMol25 structures with the same formula, charge and spin: 5.306 eV. For the largest force on an atom, the calculation gives 5.60 eV Å⁻¹. Its charge is 0. The molar mass comes out at 112.95 g/mol. The HOMO-LUMO gap (spin up / spin down) comes out at 6.634 / 6.633 eV.

Atom charges from the natural (NBO) analysis, given in e for atoms 1 to 4:
1 C 0.2622
2 N -0.4188
3 N -0.7218
4 Cl 0.1595

***

Molecular formula: CH2Cl2O2
Method: DFT, ωB97M-V with the def2-TZVPD basis set

Element x y z (Å)
O: 0.4290 -1.2377 1.0583
C: 0.8325 -0.6424 0.1147
O: 0.2701 -0.4780 -1.0092
Cl: 2.4021 0.0888 -0.0191
H: -0.5715 -0.8853 -0.8857
Cl: -1.4466 1.0944 0.6313
H: -1.9156 2.0602 0.1098

Forces on atoms 1 to 3 (eV/Å):
-0.137 0.007 0.403
2.283 -0.466 1.776
-0.647 0.330 -2.641

Its LUMO energy is 0.5 eV. As for the energy above the lowest of the compared OMol25 structures with the same formula, charge and spin: 0.256 eV. For the largest force on an atom, the calculation gives 3.51 eV Å⁻¹. Its charge is 0. The molar mass comes out at 116.93 g/mol. The SMILES is O=C(O)Cl.Cl. The HOMO-LUMO gap comes out at 11.728 eV.

Atom charges from the natural (NBO) analysis, given in e for atoms 1 to 4:
1 O -0.5671
2 C 0.7433
3 O -0.6328
4 Cl -0.0454

***

Molecular formula: CH2Cl2O3
Method: DFT, ωB97M-V with the def2-TZVPD basis set

Element x y z (Å)
O: 1.2863 0.0265 -0.0899
C: 0.5402 -1.0500 -0.3003
O: -0.7850 -0.6441 -0.6197
Cl: 0.3510 -1.9988 1.2963
O: 1.1580 -1.9165 -1.1384
Cl: 1.7023 -1.6243 -2.7435
H: 0.7487 0.7917 -0.4800
H: -1.3515 -1.4837 -0.6378

Forces on atoms 1 to 3 (eV/Å):
-0.860 2.824 -0.808
-1.877 0.719 0.587
0.283 -2.109 -0.429

Its LUMO energy is -1.0 eV. As for the energy above the lowest of the compared OMol25 structures with the same formula, charge and spin: 0.950 eV. For the largest force on an atom, the calculation gives 3.06 eV Å⁻¹. Its charge is 0. The molar mass comes out at 132.93 g/mol. The SMILES is OC(O)(Cl)OCl. The HOMO-LUMO gap comes out at 10.081 eV.

Atom charges from the natural (NBO) analysis, given in e for atoms 1 to 4:
1 O -0.6853
2 C 0.7839
3 O -0.7258
4 Cl -0.0988

***

Molecular formula: CH2Cl2S2
Method: DFT, ωB97M-V with the def2-TZVPD basis set

Element x y z (Å)
S: 1.5150 0.7876 1.0338
C: -0.0362 1.0881 0.5035
S: -0.9096 -0.0391 -0.3686
Cl: -0.9304 2.5217 0.9918
H: -1.8068 0.8418 -0.8671
Cl: 1.6772 1.0037 -2.0384
H: 1.0384 0.1003 -0.9574

Forces on atoms 1 to 3 (eV/Å):
-2.185 0.278 -0.221
1.912 1.151 2.829
-1.447 -0.874 -0.529

Its LUMO energy is -1.3 eV. As for the energy above the lowest of the compared OMol25 structures with the same formula, charge and spin: 1.388 eV. For the largest force on an atom, the calculation gives 4.28 eV Å⁻¹. Its charge is 0. The molar mass comes out at 149.07 g/mol. The SMILES is S=C(S)Cl.Cl. The HOMO-LUMO gap comes out at 8.298 eV.

Atom charges from the natural (NBO) analysis, given in e for atoms 1 to 4:
1 S 0.1257
2 C -0.4322
3 S 0.2228
4 Cl 0.0577

***

Molecular formula: CH2Cl4Si
Method: DFT, ωB97M-V with the def2-TZVPD basis set

Element x y z (Å)
C: 0.1601 -1.9770 2.0744
Si: -0.3575 1.1525 -1.3805
Cl: 1.6507 -1.7565 1.5003
Cl: 0.3577 1.5941 0.4830
Cl: -1.9656 0.0078 -0.9826
Cl: 1.0754 -0.0716 -2.2072
H: -0.2407 -1.1772 2.7043
H: -0.6800 2.2279 -2.1917

Forces on atoms 1 to 3 (eV/Å):
-1.993 -1.292 0.208
1.034 -2.121 1.426
1.324 0.692 -0.234

Its LUMO energy (spin up / spin down) is -0.5 / -0.5 eV. As for the energy above the lowest of the compared OMol25 structures with the same formula, charge and spin: 4.553 eV. For the largest force on an atom, the calculation gives 2.76 eV Å⁻¹. Its charge is 0. The molar mass comes out at 183.93 g/mol. The HOMO-LUMO gap (spin up / spin down) comes out at 8.100 / 8.101 eV.

Atom charges from the natural (NBO) analysis, given in e for atoms 1 to 4:
1 C -0.2431
2 Si 1.2395
3 Cl 0.1204
4 Cl -0.3595

***

Molecular formula: CH2Cl4Si
Method: DFT, ωB97M-V with the def2-TZVPD basis set

Element x y z (Å)
Cl: 1.0287 -2.1221 -0.2173
C: 0.4733 -0.4262 0.2850
Si: -1.2555 -0.2753 0.0401
Cl: -1.7518 -0.7337 -1.8555
Cl: -2.6538 0.2372 1.3735
H: 0.9589 -0.0207 1.1257
Cl: 1.5527 2.2516 -0.6787
H: 1.6475 1.0891 -0.0728

Forces on atoms 1 to 3 (eV/Å):
-0.081 1.555 0.195
-1.799 -1.900 -0.614
2.050 -0.688 -0.355

Its LUMO energy is -0.9 eV. As for the energy above the lowest of the compared OMol25 structures with the same formula, charge and spin: 4.665 eV. For the largest force on an atom, the calculation gives 2.69 eV Å⁻¹. Its charge is 0. The molar mass comes out at 183.93 g/mol. The SMILES is ClC=[Si](Cl)Cl.Cl. The HOMO-LUMO gap comes out at 7.508 eV.

Atom charges from the natural (NBO) analysis, given in e for atoms 1 to 4:
1 Cl -0.0571
2 C -1.0582
3 Si 1.4990
4 Cl -0.2955

***

Molecular formula: CH2ClF2N3
Method: DFT, ωB97M-V with the def2-TZVPD basis set

Element x y z (Å)
C: 0.5151 -0.4184 0.2309
N: 0.1184 -1.4415 0.7507
N: 1.2212 0.5379 -0.2363
N: -1.4357 0.8002 -0.5967
F: -1.8821 -0.4900 -0.3762
F: -2.1806 1.5098 0.3040
Cl: 3.0287 0.0955 -0.5400
H: -0.5683 -2.0644 0.4240
H: 1.1832 1.4709 0.0397

Forces on atoms 1 to 3 (eV/Å):
-0.339 0.933 0.446
2.344 1.486 -0.295
-1.454 -3.350 0.261

Its LUMO energy (spin up / spin down) is -0.8 / -1.4 eV. As for the energy above the lowest of the compared OMol25 structures with the same formula, charge and spin: 7.045 eV. For the largest force on an atom, the calculation gives 3.66 eV Å⁻¹. Its charge is 0. The molar mass comes out at 129.50 g/mol. The HOMO-LUMO gap (spin up / spin down) comes out at 9.609 / 6.151 eV.

Atom charges from the natural (NBO) analysis, given in e for atoms 1 to 4:
1 C 0.6556
2 N -0.6257
3 N -0.5991
4 N 0.3237

***

Molecular formula: CH2ClF2NS
Method: DFT, ωB97M-V with the def2-TZVPD basis set

Element x y z (Å)
C: -0.4592 -0.2183 0.0718
N: -1.4013 0.1147 0.8975
F: -3.3602 0.8905 -0.9166
F: -3.8697 -1.2325 -0.0721
S: -3.1705 0.1406 0.5779
Cl: -0.1275 -2.0330 0.0097
H: 0.5673 0.0864 0.3086
H: -0.6503 0.0396 -1.1247

Forces on atoms 1 to 3 (eV/Å):
2.732 -1.438 -7.082
-9.253 1.739 3.047
0.170 -0.775 1.847

Its LUMO energy (spin up / spin down) is -1.3 / -1.3 eV. As for the energy above the lowest of the compared OMol25 structures with the same formula, charge and spin: 2.683 eV. For the largest force on an atom, the calculation gives 9.90 eV Å⁻¹. Its charge is 0. The molar mass comes out at 133.55 g/mol. The HOMO-LUMO gap (spin up / spin down) comes out at 8.896 / 8.896 eV.

Atom charges from the natural (NBO) analysis, given in e for atoms 1 to 4:
1 C -0.2279
2 N -0.6852
3 F -0.4816
4 F -0.4748

***

Molecular formula: CH2ClN3S
Method: DFT, ωB97M-V with the def2-TZVPD basis set

Element x y z (Å)
C: 0.3069 1.6133 0.5207
N: 0.2288 0.9093 -0.4268
N: -0.4749 -1.2864 0.4185
N: 0.0581 -0.2397 -0.9889
S: 0.7760 2.4642 1.7013
Cl: -1.2551 -0.3516 -2.1790
H: -0.0242 -2.2539 0.0517
H: 0.3843 -0.8552 0.9024

Forces on atoms 1 to 3 (eV/Å):
0.352 -0.967 -0.515
-1.014 1.129 -1.307
3.873 0.163 -2.779

Its LUMO energy is -0.7 eV. As for the energy above the lowest of the compared OMol25 structures with the same formula, charge and spin: 2.321 eV. For the largest force on an atom, the calculation gives 4.77 eV Å⁻¹. Its charge is 0. The molar mass comes out at 123.57 g/mol. The HOMO-LUMO gap comes out at 8.363 eV.

Atom charges from the natural (NBO) analysis, given in e for atoms 1 to 4:
1 C 0.1778
2 N -0.3116
3 N -0.6193
4 N -0.1048

***

Molecular formula: CH2ClNO
Method: DFT, ωB97M-V with the def2-TZVPD basis set

Element x y z (Å)
C: 0.3871 0.4380 0.6129
N: -0.2384 -0.4919 -0.2497
O: -0.5778 -1.7472 -0.4834
Cl: -0.7372 0.4152 -1.7298
H: 1.0742 -0.0334 1.3949
H: 0.0920 1.4192 0.4552

Forces on atoms 1 to 3 (eV/Å):
-0.521 -7.169 -0.923
-0.145 0.070 -0.489
2.394 4.169 2.618

Its LUMO energy (spin up / spin down) is -0.6 / -0.6 eV. As for the energy above the lowest of the compared OMol25 structures with the same formula, charge and spin: 4.872 eV. For the largest force on an atom, the calculation gives 7.25 eV Å⁻¹. Its charge is 0. The molar mass comes out at 79.49 g/mol. The SMILES is C=[N+]([O-])Cl. The HOMO-LUMO gap (spin up / spin down) comes out at 9.217 / 9.217 eV.

Atom charges from the natural (NBO) analysis, given in e for atoms 1 to 4:
1 C -0.2063
2 N 0.0957
3 O -0.3926
4 Cl 0.0442

***

Copy entry 10 word for word.
Molecular formula: CH2ClNO
Method: DFT, ωB97M-V with the def2-TZVPD basis set

Element x y z (Å)
C: 0.3871 0.4380 0.6129
N: -0.2384 -0.4919 -0.2497
O: -0.5778 -1.7472 -0.4834
Cl: -0.7372 0.4152 -1.7298
H: 1.0742 -0.0334 1.3949
H: 0.0920 1.4192 0.4552

Forces on atoms 1 to 3 (eV/Å):
-0.521 -7.169 -0.923
-0.145 0.070 -0.489
2.394 4.169 2.618

Its LUMO energy (spin up / spin down) is -0.6 / -0.6 eV. As for the energy above the lowest of the compared OMol25 structures with the same formula, charge and spin: 4.872 eV. For the largest force on an atom, the calculation gives 7.25 eV Å⁻¹. Its charge is 0. The molar mass comes out at 79.49 g/mol. The SMILES is C=[N+]([O-])Cl. The HOMO-LUMO gap (spin up / spin down) comes out at 9.217 / 9.217 eV.

Atom charges from the natural (NBO) analysis, given in e for atoms 1 to 4:
1 C -0.2063
2 N 0.0957
3 O -0.3926
4 Cl 0.0442

***

Among the records above, which one has the lowest molar mass?
CH2ClNO